{
  "formula": "C43H43HfN4O2S",
  "method": "the ωB97M-V functional and the def2-TZVPD basis",
  "charge": 1,
  "homo_ev": -10.92,
  "molar_mass_da": 858.4,
  "total_energy_ev": -67486.886,
  "gap_ha": 0.311,
  "e_above_lowest_kj_mol": 8.9,
  "elements": ["Hf", "S", "O", "O", "N", "N", "N", "N", "C", "C", "C", "C", "C", "C", "C", "C", "C", "C", "C", "C", "C", "C", "C", "C", "C", "C", "C", "C", "C", "C", "C", "C", "C", "C", "C", "C", "C", "C", "C", "C", "C", "C", "C", "C", "C", "C", "C", "C", "C", "C", "C", "H", "H", "H", "H", "H", "H", "H", "H", "H", "H", "H", "H", "H", "H", "H", "H", "H", "H", "H", "H", "H", "H", "H", "H", "H", "H", "H", "H", "H", "H", "H", "H", "H", "H", "H", "H", "H", "H", "H", "H", "H", "H", "H"],
  "coordinates": [[0.607, -0.570, -0.145], [-1.364, -2.639, -0.411], [-0.548, 0.403, -1.482], [0.231, -1.115, 1.651], [0.890, 1.528, 0.650], [-2.845, -1.064, -1.961], [-3.402, -3.292, -1.935], [1.633, -1.994, -1.941], [-1.502, 1.049, -4.340], [-1.560, 0.647, -5.663], [2.080, -3.016, -0.954], [-0.278, 1.247, -3.703], [0.668, 1.826, 1.959], [0.837, 0.673, -5.774], [-0.386, 0.446, -6.384], [2.961, -2.335, 0.079], [-3.006, 3.611, -0.504], [-2.604, -2.302, -1.522], [0.891, 3.836, 0.067], [-1.279, 2.675, -1.906], [0.490, 3.146, 2.326], [-2.127, 4.895, -2.332], [3.994, -3.032, 0.687], [4.862, -2.374, 1.549], [3.666, -0.325, 1.163], [2.756, -0.963, 0.324], [-2.148, -0.027, 4.255], [-1.281, 3.847, -2.661], [1.135, 2.066, -1.718], [-2.330, -0.036, 1.877], [0.798, -2.629, -2.981], [0.236, -2.892, 3.720], [0.887, 1.073, -4.440], [-2.150, 2.562, -0.834], [4.713, -1.010, 1.769], [1.093, -3.448, 5.899], [-3.671, 0.317, 1.967], [0.375, -1.532, 3.989], [-0.051, -0.542, 2.910], [-4.255, 0.502, 3.210], [0.876, -1.146, 5.227], [0.590, -3.842, 4.664], [1.005, 2.508, -0.279], [1.233, -2.099, 6.177], [-3.485, 0.329, 4.354], [0.606, 4.153, 1.382], [2.823, -1.441, -2.629], [-2.992, 4.782, -1.247], [-0.265, 1.582, -2.215], [-1.548, -0.211, 3.011], [0.772, 0.753, 3.031], [0.476, -4.894, 4.436], [-0.155, -3.208, 2.761], [0.283, 3.378, 3.362], [-4.208, -3.119, -2.513], [1.828, 0.466, 3.081], [-3.509, -0.900, -2.700], [2.481, -0.762, -3.408], [-3.680, 3.509, 0.339], [3.377, -2.260, -3.099], [1.625, -1.778, 7.134], [5.666, -2.918, 2.026], [-4.257, 0.438, 1.063], [-3.285, -4.206, -1.534], [-5.301, 0.768, 3.291], [3.563, 0.740, 1.355], [1.372, -4.188, 6.638], [-2.120, 5.800, -2.927], [0.519, 1.227, 3.979], [-2.521, 0.509, -6.143], [0.994, 4.598, -0.693], [-2.162, 1.658, -0.242], [1.853, 1.269, -3.996], [1.755, 0.547, -6.334], [1.496, 2.889, -2.333], [1.183, -3.462, -0.513], [1.002, -0.101, 5.480], [-0.430, 0.137, -7.421], [-0.022, -3.170, -2.523], [5.411, -0.485, 2.410], [1.410, -3.326, -3.561], [-2.136, -0.352, -1.765], [-3.653, 5.600, -0.992], [-0.622, 3.941, -3.518], [2.616, -3.831, -1.453], [4.134, -4.089, 0.480], [-2.422, 1.248, -3.797], [1.865, 1.250, -1.788], [3.473, -0.919, -1.938], [0.404, -1.858, -3.644], [0.477, 5.187, 1.676], [-1.905, -0.196, 0.896], [-1.573, -0.180, 5.161], [-3.931, 0.464, 5.331]],
  "lowdin_charge": [1.57, 0.73, -0.35, -0.34, 0.06, 0.14, 0.11, -0.33, -0.04, -0.06, -0.18, -0.16, -0.19, -0.07, -0.07, -0.27, -0.06, -0.85, 0.01, -0.19, 0.01, -0.06, -0.04, -0.07, -0.13, -0.23, -0.01, -0.03, -0.04, -0.05, -0.09, -0.01, -0.05, -0.02, -0.08, -0.08, -0.07, -0.15, -0.41, -0.08, -0.05, -0.06, -0.23, -0.07, -0.06, 0.00, -0.06, -0.07, -0.43, -0.12, -0.04, 0.11, 0.11, 0.13, 0.12, 0.13, 0.12, 0.07, 0.11, 0.11, 0.11, 0.11, 0.11, 0.10, 0.11, 0.09, 0.11, 0.11, 0.12, 0.11, 0.13, 0.08, 0.10, 0.11, 0.14, 0.08, 0.11, 0.11, 0.03, 0.10, 0.10, 0.05, 0.11, 0.13, 0.13, 0.12, 0.12, 0.11, 0.08, 0.09, 0.12, 0.04, 0.11, 0.11]
}